1.
{
  "formula": "C57H113N6O19",
  "method": "ωB97M-V/def2-TZVPD",
  "species": ["C", "C", "C", "C", "C", "C", "N", "O", "C", "C", "C", "H", "H", "H", "H", "H", "H", "H", "H", "H", "H", "H", "H", "H", "H", "H", "H", "H", "H", "C", "C", "C", "C", "C", "C", "N", "O", "C", "C", "C", "H", "H", "H", "H", "H", "H", "H", "H", "H", "H", "H", "H", "H", "H", "H", "H", "H", "H", "C", "C", "C", "C", "C", "C", "N", "O", "C", "C", "C", "H", "H", "H", "H", "H", "H", "H", "H", "H", "H", "H", "H", "H", "H", "H", "H", "H", "H", "C", "C", "C", "C", "C", "C", "N", "O", "C", "C", "C", "H", "H", "H", "H", "H", "H", "H", "H", "H", "H", "H", "H", "H", "H", "H", "H", "H", "H", "C", "C", "C", "N", "C", "C", "C", "C", "C", "H", "H", "H", "H", "H", "H", "H", "H", "H", "H", "H", "H", "H", "H", "H", "H", "H", "H", "C", "C", "C", "N", "C", "C", "C", "C", "C", "H", "H", "H", "H", "H", "H", "H", "H", "H", "H", "H", "H", "H", "H", "H", "H", "H", "H", "O", "C", "O", "O", "H", "O", "C", "O", "O", "H", "O", "C", "O", "O", "H", "O", "C", "O", "O", "H", "O", "C", "O", "O", "H"],
  "coordinates": [[5.0882, 5.3101, 4.6259], [3.8632, 5.8877, 3.9377], [3.8966, 5.9118, 2.3807], [3.7205, 4.5495, 1.6877], [3.0459, 3.4770, 2.5693], [1.9692, 4.0292, 3.5838], [2.6428, 5.0743, 4.3889], [1.9405, 5.5152, 5.5990], [1.5237, 2.8930, 4.4320], [0.8052, 4.6460, 2.8847], [3.6066, 7.3418, 4.3306], [6.0217, 5.8109, 4.3695], [5.0651, 4.2650, 4.3171], [5.0096, 5.3604, 5.7120], [4.8900, 6.2460, 2.0811], [3.1186, 6.6081, 2.0677], [4.5602, 4.0141, 1.2447], [3.1039, 4.7748, 0.8176], [3.7251, 2.8043, 3.0931], [2.5358, 2.6609, 2.0576], [1.3288, 1.9235, 3.9735], [0.4822, 3.0844, 4.6905], [2.1151, 2.6625, 5.3181], [1.1277, 5.4626, 2.2388], [0.0030, 4.9398, 3.5617], [0.3706, 3.8509, 2.2788], [3.5241, 7.5183, 5.4031], [2.7981, 7.8301, 3.7865], [4.4434, 8.0022, 4.1034], [-6.5347, -1.8454, -0.8238], [-6.2886, -3.3003, -0.3072], [-7.4489, -3.6563, 0.7285], [-8.7862, -4.0150, 0.0019], [-8.5729, -5.1675, -1.0220], [-7.5270, -4.8621, -2.0642], [-6.2183, -4.2125, -1.4558], [-4.9841, -4.5043, -1.9832], [-8.1555, -3.9455, -3.1489], [-7.0741, -6.2796, -2.6669], [-4.9461, -3.2051, 0.5440], [-6.4292, -1.1707, 0.0258], [-7.3476, -1.6920, -1.5336], [-5.7076, -1.4365, -1.4042], [-7.4828, -2.8107, 1.4154], [-7.0877, -4.3404, 1.4964], [-9.0752, -3.0657, -0.4492], [-9.5559, -4.2688, 0.7307], [-9.5557, -5.4239, -1.4175], [-8.3436, -6.0036, -0.3613], [-9.0630, -4.3229, -3.6202], [-7.3228, -3.7223, -3.8158], [-8.4126, -2.9474, -2.7940], [-6.4470, -6.1482, -3.5487], [-7.9505, -6.8811, -2.9083], [-6.3958, -6.7815, -1.9769], [-4.1417, -2.7222, -0.0108], [-4.6705, -4.2488, 0.6950], [-5.1661, -2.6945, 1.4815], [0.0899, 4.2830, -1.5864], [1.2109, 5.1906, -2.0467], [2.5535, 4.4713, -2.2877], [2.6823, 3.9013, -3.6839], [2.5570, 4.9567, -4.6609], [1.1236, 5.4598, -4.7269], [0.7674, 5.8470, -3.3103], [-0.4343, 6.5112, -3.2458], [0.1282, 4.3984, -5.2143], [1.2190, 6.6982, -5.6153], [1.4776, 6.4043, -1.0357], [0.0680, 3.3943, -2.2169], [-0.8899, 4.7598, -1.5591], [0.2416, 3.8016, -0.6203], [2.6092, 3.6296, -1.5973], [3.4183, 5.0550, -1.9724], [2.0379, 3.0435, -3.8764], [3.6981, 3.5091, -3.6341], [2.8447, 4.4894, -5.6027], [3.2790, 5.7631, -4.5318], [0.1811, 3.4958, -4.6056], [0.1753, 4.2438, -6.2923], [-0.9187, 4.6429, -5.0345], [0.4016, 7.4168, -5.6763], [1.3505, 6.5431, -6.6862], [1.9840, 7.3767, -5.2377], [2.2707, 7.0555, -1.4031], [1.7440, 6.0561, -0.0377], [0.5376, 6.9475, -0.9384], [1.7511, -2.2129, 2.9417], [2.1174, -2.3702, 4.4925], [2.9519, -1.0614, 4.9476], [3.0208, -0.7612, 6.4060], [1.6093, -0.6015, 7.0191], [0.7908, -1.8808, 6.8277], [0.8902, -2.4795, 5.4084], [-0.0854, -3.3974, 5.0582], [-0.6404, -1.5540, 6.9944], [1.2408, -2.8995, 7.8787], [2.9220, -3.6867, 4.6696], [1.4288, -1.2018, 2.6930], [0.9917, -2.9807, 2.7939], [2.5724, -2.2971, 2.2301], [2.4908, -0.1932, 4.4767], [3.9731, -1.1332, 4.5733], [3.4647, 0.2343, 6.3983], [3.6438, -1.4157, 7.0156], [1.0546, 0.1323, 6.4344], [1.6488, -0.1699, 8.0192], [-1.2397, -2.4444, 6.8041], [-0.8773, -0.6593, 6.4187], [-0.8889, -1.2657, 8.0158], [1.1915, -2.6407, 8.9364], [2.3111, -3.0710, 7.7645], [1.0370, -3.9673, 7.7986], [3.6301, -3.9763, 3.8932], [2.1898, -4.4507, 4.4081], [3.3673, -3.8150, 5.6562], [3.1921, -5.2607, 0.9057], [3.1262, -4.1114, -0.1985], [4.0650, -4.4608, -1.4287], [3.9557, -3.7374, -2.7588], [4.9114, -4.3931, -3.7856], [4.4425, -2.2595, -2.7511], [3.8261, -1.7315, -4.0643], [2.6250, -2.5832, -4.3624], [2.4782, -3.6652, -3.3304], [4.2101, -5.4314, 1.2557], [2.8211, -6.1887, 0.4705], [2.5869, -5.0902, 1.7960], [3.3468, -3.1446, 0.2538], [2.0685, -4.0097, -0.4417], [3.5867, -5.4094, -1.6725], [5.0590, -4.7524, -1.0896], [5.1110, -3.9880, -4.7776], [4.6238, -5.4188, -4.0167], [5.8573, -4.3525, -3.2455], [5.5148, -2.1499, -2.5893], [3.9377, -1.8327, -1.8844], [4.5292, -1.6872, -4.8961], [3.4973, -0.7536, -3.7126], [2.6283, -2.7929, -5.4320], [1.7530, -1.9478, -4.2077], [2.2145, -4.6564, -3.6995], [1.9060, -3.2809, -2.4861], [-4.3085, 0.4469, -2.8775], [-3.4285, 0.1782, -1.6848], [-1.9673, 0.0204, -2.0644], [-0.9784, -0.3065, -0.9046], [-1.4274, -1.5638, -0.1456], [0.4853, -0.6614, -1.3954], [1.4040, 0.4773, -0.8169], [0.5975, 1.0609, 0.3818], [-0.8507, 1.0209, -0.0691], [-4.1849, 1.2727, -3.5782], [-5.3210, 0.7139, -2.5744], [-4.4862, -0.4175, -3.5173], [-3.7864, -0.7855, -1.3225], [-3.6519, 0.8026, -0.8198], [-1.5194, 0.9164, -2.4941], [-1.7586, -0.7456, -2.8113], [-2.3896, -1.2982, 0.2923], [-0.7780, -1.7480, 0.7103], [-1.5842, -2.3333, -0.9015], [0.8330, -1.6307, -1.0381], [0.3436, -0.7376, -2.4734], [2.4062, 0.1504, -0.5398], [1.4533, 1.0686, -1.7312], [0.7220, 0.3750, 1.2197], [0.9896, 2.0519, 0.6105], [-1.6654, 0.9112, 0.6466], [-0.9747, 1.8846, -0.7223], [-1.9303, -4.7210, -4.6350], [-1.5214, -4.1929, -3.4550], [-0.3987, -4.3166, -3.0818], [-2.4068, -3.5595, -2.8960], [-2.8412, -4.6723, -4.3357], [-0.8905, 1.3050, -6.1652], [0.0712, 0.5899, -5.5569], [0.6721, 0.9784, -4.5626], [0.3063, -0.4878, -6.1658], [-1.0081, 0.4886, -6.6564], [-6.7097, 0.7978, -5.4245], [-7.3618, -0.0618, -4.6204], [-8.2961, 0.3557, -3.8304], [-7.0480, -1.2077, -4.7152], [-6.2281, -0.0256, -5.5326], [-0.9865, 1.2495, 3.5512], [-1.7866, 0.1460, 3.4439], [-3.0000, 0.2292, 3.2868], [-1.1797, -0.9340, 3.4994], [-0.3483, 0.5814, 3.8118], [5.5500, -0.8484, 2.2416], [4.6051, -0.2282, 1.4660], [4.9015, -0.3406, 0.2640], [3.6213, 0.3712, 1.9779], [5.5673, -1.4348, 1.4817]],
  "atomic_forces_ev_per_a": [[-0.33, -0.45, -0.22], [-1.71, 0.90, 0.09], [1.09, -1.38, 0.67], [-1.20, -1.10, 0.00], [-1.24, 0.18, 0.66], [2.57, 0.12, -0.58], [-1.97, 2.02, 4.55], [3.00, -1.86, -5.10], [-1.69, -1.12, 1.27], [-0.72, -0.32, -0.80], [0.61, 0.96, 0.60], [-0.07, -0.07, -0.38], [0.73, -0.13, 0.22], [-0.32, -0.02, -0.04], [-0.12, 0.67, 0.09], [0.19, -0.02, -0.18], [0.68, 0.70, 0.26], [-0.30, -0.32, -0.13], [0.60, 0.62, 0.39], [-0.15, 0.39, -0.82], [0.82, 0.15, -1.00], [0.09, 0.29, 0.92], [0.10, 0.52, 0.01], [-0.21, 0.14, 0.03], [0.31, 0.33, 0.13], [-0.15, 0.00, -0.35], [-0.56, -0.45, -0.02], [-0.43, -0.44, 0.26], [0.59, -0.39, -0.47], [0.84, 0.41, -1.10], [0.55, 1.48, 1.89], [0.24, -0.36, -0.82], [1.22, 0.70, 0.44], [-0.38, 1.12, 2.99], [0.10, -2.11, -1.33], [5.65, -1.78, -2.60], [-8.02, 1.82, 3.29], [1.78, 1.03, 0.35], [0.69, 1.69, 0.07], [-0.90, -1.18, -1.54], [-1.03, -0.22, 0.28], [-0.52, 0.10, 0.69], [0.40, -0.82, -0.38], [-0.56, 0.68, -0.69], [0.05, -1.15, -0.65], [-0.36, -0.18, -0.37], [0.04, -0.12, -0.06], [0.32, 0.16, -0.76], [0.54, -0.39, -0.33], [0.45, -0.58, 0.05], [-0.49, -0.06, -0.76], [-0.09, -0.07, 0.33], [-0.34, 0.16, -0.22], [0.06, 0.16, 0.15], [-0.43, -0.17, 0.34], [-0.18, 0.02, 0.05], [0.36, 0.09, 0.46], [0.05, -0.05, -0.16], [-0.70, -1.08, -0.05], [1.99, 1.77, 1.40], [-0.95, -0.98, 0.66], [1.56, -1.26, 2.32], [0.23, -0.27, -1.76], [1.31, 1.10, -1.07], [-9.02, 2.66, -0.48], [7.67, -3.49, -0.04], [-1.29, -0.20, 1.01], [-0.88, 2.08, -0.07], [-0.98, -0.46, -0.57], [-0.25, 0.10, -0.57], [0.16, 0.09, -0.15], [0.60, 0.72, 0.33], [-0.35, -0.07, 0.27], [-0.14, 0.52, -0.45], [-0.18, -0.02, 0.05], [0.09, -0.25, -0.63], [-0.44, 0.39, -0.51], [-0.15, 0.17, 0.31], [0.62, -0.49, -0.65], [0.65, -0.23, 0.20], [0.01, 0.83, -0.04], [-0.89, -0.59, 0.62], [0.58, -0.89, 0.27], [0.54, -0.36, -0.17], [-0.09, -0.05, -0.08], [0.05, -0.39, -0.27], [0.12, 0.21, 0.00], [-0.62, -0.07, 1.32], [1.92, 2.12, -0.93], [-0.89, -1.46, -0.69], [-0.75, 1.00, 0.96], [0.88, -0.01, -2.05], [-0.29, -0.05, 1.46], [-4.32, -5.56, -2.39], [6.32, 5.96, 2.14], [-1.64, 0.23, 0.56], [2.31, -1.85, -0.31], [-1.18, -0.71, -0.26], [-0.63, -0.16, 0.56], [-0.16, 0.28, -0.60], [0.54, -0.65, 0.73], [0.02, -0.13, -0.32], [-0.20, -0.23, -0.50], [0.33, 0.00, 0.51], [0.06, -0.12, -0.15], [0.25, 0.40, -0.17], [-0.28, -0.79, 0.25], [-0.30, 0.47, -0.37], [-0.47, -0.48, -0.50], [0.51, -0.09, 0.24], [-0.76, 0.67, -0.32], [0.57, 0.65, -0.10], [-1.48, 0.14, -0.37], [0.50, 1.32, -0.05], [-0.29, -0.45, 0.89], [-0.19, -0.07, -0.06], [0.37, 0.53, -1.20], [0.31, 0.27, 0.78], [-2.44, -1.60, 0.40], [1.40, 0.68, -0.95], [0.19, -0.93, 1.26], [-1.51, -1.05, 0.05], [1.00, 0.86, 1.80], [-1.45, 1.05, -0.67], [2.19, 0.06, 0.49], [0.12, 0.02, -0.10], [0.08, -0.07, -0.06], [-0.14, 0.49, -0.25], [0.50, 0.05, 0.05], [0.05, -0.26, -0.64], [0.37, -0.46, -0.34], [0.28, 0.84, -0.40], [-0.86, 1.09, 0.38], [-0.16, -0.09, 0.60], [0.12, -0.44, -0.25], [-0.06, -0.39, -0.17], [0.11, 0.24, 0.02], [-0.02, 0.24, 0.22], [0.14, 0.43, -1.01], [-0.26, -0.78, 0.27], [-0.21, -0.01, -0.54], [-0.29, 0.18, 0.42], [-0.29, -0.65, -0.26], [-1.71, 0.50, -0.97], [0.11, -1.03, 0.18], [1.66, -0.13, 0.08], [0.82, -0.05, 0.13], [-1.06, 1.97, 0.15], [-0.63, 0.77, 0.49], [-1.52, -0.81, -1.22], [0.40, -0.98, -0.61], [0.31, -1.43, -0.30], [1.18, 0.21, 0.22], [-0.22, -0.26, 0.56], [0.44, -0.27, 0.11], [0.23, -0.29, 0.00], [0.46, 0.67, -0.23], [-0.26, 0.19, -0.08], [-0.65, -0.33, 0.04], [-0.09, -0.15, 0.07], [0.28, -0.21, -0.40], [0.40, -0.32, 0.08], [-0.75, -0.11, 0.28], [0.70, 0.37, -0.12], [-0.06, -0.08, 0.11], [0.34, 1.13, 0.43], [0.27, 0.32, 0.24], [-0.32, -0.08, 0.35], [0.36, 0.55, 0.40], [-0.63, -0.41, -0.25], [-0.07, -1.21, -0.46], [-0.53, 0.78, -0.88], [4.71, -0.82, 0.95], [-2.77, 1.71, 2.19], [-1.09, -0.13, -1.35], [-0.64, 1.05, 0.60], [2.31, -1.87, -0.08], [0.45, 1.71, 2.14], [-0.09, -0.38, 0.09], [-1.74, -0.17, -2.15], [0.37, 0.48, 0.07], [-7.09, 4.29, 4.81], [1.71, 0.10, -1.22], [2.23, -5.32, -0.59], [2.87, 0.10, -2.66], [-0.20, -0.17, 0.23], [-4.12, -0.07, -1.01], [-0.40, 0.99, -0.24], [2.39, -1.95, 0.60], [2.60, 0.91, 0.39], [-0.78, -0.64, 1.20], [-2.19, 3.12, 0.33], [-0.72, -0.32, -1.64], [0.99, -0.74, -0.04], [2.33, -1.65, 0.07]],
  "mulliken_spin": [0.014, -0.028, 0.021, 0.008, 0.039, -0.050, 0.438, 0.536, 0.027, 0.036, 0.009, 0.002, 0.001, -0.005, 0.001, -0.004, -0.001, -0.002, -0.005, 0.005, -0.005, 0.006, -0.018, -0.016, -0.002, -0.003, -0.001, -0.004, -0.001, 0.000, 0.000, 0.000, 0.000, 0.000, 0.000, 0.000, 0.000, 0.000, 0.000, 0.000, 0.000, 0.000, 0.000, 0.000, 0.000, 0.000, 0.000, 0.000, 0.000, 0.000, 0.000, 0.000, 0.000, 0.000, 0.000, 0.000, 0.000, 0.000, -0.001, 0.000, 0.000, 0.000, 0.000, 0.000, 0.000, 0.000, 0.000, 0.000, -0.001, 0.000, 0.000, 0.001, 0.000, 0.000, 0.000, 0.000, 0.000, 0.000, 0.000, 0.000, 0.000, 0.000, 0.000, 0.000, 0.000, 0.000, 0.000, -0.001, 0.000, 0.001, 0.000, 0.000, 0.000, 0.001, 0.001, 0.000, 0.000, 0.000, 0.000, 0.000, 0.000, 0.000, 0.000, 0.000, 0.000, 0.000, 0.000, 0.000, 0.000, 0.000, 0.000, 0.000, 0.000, 0.000, 0.000, 0.000, 0.000, 0.000, 0.000, 0.000, 0.000, 0.000, 0.000, 0.000, 0.000, 0.000, 0.000, 0.000, 0.000, 0.000, 0.000, 0.000, 0.000, 0.000, 0.000, 0.000, 0.000, 0.000, 0.000, 0.000, 0.000, 0.000, 0.000, 0.000, 0.000, 0.000, 0.000, 0.000, 0.000, 0.000, 0.001, 0.000, 0.000, 0.000, 0.000, 0.000, 0.000, 0.000, 0.000, 0.000, 0.000, 0.000, 0.000, 0.000, 0.000, 0.000, 0.000, 0.000, 0.000, 0.000, 0.000, 0.000, 0.000, 0.000, 0.000, 0.000, 0.000, 0.000, 0.000, 0.000, 0.000, 0.000, 0.000, 0.000, 0.000, 0.000, 0.000, 0.000, -0.001, 0.000, 0.000, 0.000, 0.000, 0.000, 0.000],
  "molar_mass_g_mol": 1186.554,
  "max_force_ev_per_a": 9.6,
  "de_lowest_kcal_mol": 0.0,
  "e_lumo_ev": -4.722,
  "homo_lumo_gap_ev": 1.43,
  "s_squared": 0.756,
  "homo_ev": -6.155,
  "spin_multiplicity": 2
}

***

2.
{
  "formula": "C3H2O3S",
  "method": "ωB97M-V/def2-TZVPD",
  "species": ["O", "C", "C", "O", "C", "S", "O", "H", "H"],
  "coordinates": [[-0.1371, 0.3140, 2.0079], [-0.0797, 0.1463, 0.7035], [-0.8348, -0.4592, -0.1679], [-0.2191, -0.4503, -1.4204], [0.8348, 0.4006, -1.2930], [2.0004, 0.8167, -2.2757], [0.9175, 0.7203, 0.0568], [-0.7349, -0.3783, 2.5002], [-1.7471, -1.1101, -0.1114]],
  "atomic_forces_ev_per_a": [[-1.25, -1.28, 2.35], [-1.00, -0.34, 0.48], [-2.94, -3.02, -1.05], [0.62, 1.60, 0.02], [-0.36, -1.31, 1.80], [0.47, 0.35, -1.33], [1.50, 1.08, -0.55], [1.70, 1.93, -1.84], [1.25, 0.99, 0.12]],
  "mulliken_charge": [-0.523, 0.633, -0.268, -0.289, 0.379, -0.357, -0.249, 0.365, 0.309],
  "molar_mass_g_mol": 118.113,
  "max_force_ev_per_a": 4.3,
  "de_lowest_kcal_mol": 52.3,
  "e_lumo_ev": 0.092,
  "homo_lumo_gap_ev": 8.73,
  "homo_ev": -8.638,
  "smiles": "Oc1coc(=S)o1"
}